Entry 1:
{
  "formula": "C30H50IrN4",
  "method": "wB97M-V/def2-TZVPD",
  "molar_mass_g_mol": 659.0,
  "gap_ev": [1.8, 7.2],
  "energy_ha": -1496.15875,
  "charge": -2,
  "fmax_ev_per_a": 2.3,
  "spin_multiplicity": 6,
  "lumo_ev": [4.0980, 3.7461],
  "homo_ev": [2.3, -3.5],
  "s_squared": 8.76,
  "species": ["Ir", "C", "C", "N", "H", "N", "H", "C", "C", "C", "C", "C", "C", "H", "H", "H", "H", "C", "H", "H", "H", "C", "C", "C", "H", "H", "H", "H", "H", "H", "C", "H", "H", "H", "C", "C", "H", "H", "C", "H", "C", "H", "H", "H", "H", "H", "C", "H", "C", "N", "H", "N", "H", "C", "C", "C", "H", "H", "H", "H", "H", "H", "C", "H", "H", "H", "C", "C", "H", "H", "C", "H", "C", "H", "H", "H", "H", "H", "C", "H", "C", "C", "H", "H", "H"],
  "positions_angstrom": [[1.30, -0.74, 0.46], [4.63, -2.43, 2.13], [3.02, -1.40, 0.99], [3.33, -2.50, 1.74], [6.14, -0.90, 1.70], [4.17, -0.67, 0.90], [5.13, -3.19, 2.70], [0.81, 0.56, 1.88], [0.06, 1.70, 1.56], [0.04, 2.75, 2.48], [0.73, 2.66, 3.70], [1.37, 1.47, 4.05], [1.49, 0.43, 3.12], [-0.46, 1.73, 0.59], [-0.51, 3.68, 2.26], [1.83, 1.38, 5.04], [2.06, -0.47, 3.34], [0.82, 3.87, 4.59], [1.62, 3.77, 5.32], [-0.13, 3.97, 5.14], [0.97, 4.80, 4.03], [2.41, -3.62, 2.05], [3.22, -4.68, 2.78], [1.25, -3.18, 2.92], [3.60, -4.29, 3.73], [2.55, -5.53, 2.98], [4.05, -5.03, 2.15], [1.20, -5.01, 0.97], [2.71, -4.55, 0.13], [0.63, -2.40, 2.45], [1.88, -4.18, 0.74], [1.60, -2.83, 3.90], [0.61, -4.06, 3.09], [1.32, -3.43, 0.16], [5.14, -1.28, 1.63], [4.22, 1.76, 1.26], [5.06, 1.77, 1.98], [4.22, 2.71, 0.71], [4.36, 0.63, 0.25], [3.40, 1.87, -1.14], [5.80, 0.65, -0.25], [5.98, -0.19, -0.92], [3.28, 1.68, 1.82], [2.31, 0.54, -0.64], [6.51, 0.64, 0.58], [5.97, 1.58, -0.81], [3.39, 0.80, -0.90], [3.72, 0.21, -1.77], [-5.58, 0.69, -2.73], [-4.59, 0.19, -1.89], [-5.49, 2.31, -4.16], [-3.71, 1.80, -2.99], [-6.59, 0.33, -2.81], [-4.78, -1.06, -1.15], [-6.28, -1.29, -1.01], [-4.21, -2.20, -1.98], [-6.74, -1.43, -2.00], [-6.43, -2.21, -0.44], [-6.77, -0.45, -0.49], [-4.20, -2.03, 0.63], [-4.61, -0.32, 0.88], [-3.15, -2.05, -2.19], [-4.10, -1.02, 0.21], [-4.77, -2.28, -2.92], [-4.34, -3.13, -1.41], [-3.04, -0.76, 0.14], [-5.02, 1.70, -3.42], [-1.97, 1.79, -4.69], [-2.67, 1.40, -5.44], [-1.23, 2.43, -5.18], [-2.73, 2.65, -3.68], [-1.01, 3.82, -3.34], [-3.52, 3.69, -4.45], [-4.15, 4.29, -3.78], [-1.46, 0.96, -4.19], [-1.22, 2.56, -2.10], [-4.14, 3.22, -5.22], [-2.81, 4.36, -4.96], [-1.75, 3.29, -2.72], [-2.24, 4.04, -2.08], [-3.41, 0.83, -2.08], [0.12, -1.69, -0.80], [0.77, -2.16, -1.57], [-0.54, -2.45, -0.34], [-0.49, -0.86, -1.21]],
  "mulliken_spin": [3.118, 0.253, -0.815, 1.012, -0.216, 1.400, 0.546, 0.433, -0.057, 0.192, -0.247, 0.296, -0.314, -0.089, 0.054, 0.118, -0.121, 0.004, 0.003, 0.003, 0.003, -3.441, 1.629, 0.582, -0.164, -0.074, 0.008, -0.090, -0.030, 0.180, 0.321, -0.066, 0.017, 0.327, -0.458, 0.660, -0.056, 0.004, -3.137, -0.035, 1.185, -0.134, 0.036, -0.048, -0.072, 0.024, 0.835, 0.070, -0.032, 0.356, 0.474, 0.837, 0.186, -2.227, 1.016, 0.458, -0.083, 0.021, -0.126, 0.006, -0.005, 0.141, 0.405, -0.089, 0.026, 0.018, -0.104, 1.253, -0.215, 0.013, -5.105, -0.005, 2.489, -0.237, 0.248, 0.134, -0.037, -0.236, 1.021, -0.021, 0.412, 0.309, 0.108, 0.001, -0.058]
}

=====

Entry 2:
{
  "formula": "C30H50N6O36",
  "method": "wB97M-V/def2-TZVPD",
  "molar_mass_g_mol": 1070.7,
  "gap_ev": 10.1,
  "energy_ha": -4209.79921,
  "fmax_ev_per_a": 3.3,
  "lumo_ev": -0.2895,
  "homo_ev": -10.4,
  "species": ["C", "C", "O", "C", "O", "O", "H", "H", "H", "H", "C", "C", "O", "C", "O", "O", "H", "H", "H", "H", "C", "C", "O", "C", "O", "O", "H", "H", "H", "H", "C", "C", "O", "C", "O", "O", "H", "H", "H", "H", "C", "C", "O", "C", "O", "O", "H", "H", "H", "H", "C", "C", "O", "C", "O", "O", "H", "H", "H", "H", "C", "C", "O", "C", "O", "O", "H", "H", "H", "H", "C", "C", "O", "C", "O", "O", "H", "H", "H", "H", "C", "N", "O", "O", "H", "H", "H", "C", "N", "O", "O", "H", "H", "H", "C", "N", "O", "O", "H", "H", "H", "C", "N", "O", "O", "H", "H", "H", "C", "N", "O", "O", "H", "H", "H", "C", "N", "O", "O", "H", "H", "H"],
  "positions_angstrom": [[1.86, 0.17, 4.76], [2.09, 1.66, 4.76], [1.61, 2.12, 3.50], [1.38, 1.07, 2.67], [0.92, 1.17, 1.57], [1.58, -0.09, 3.31], [0.97, -0.14, 5.30], [2.82, -0.29, 4.96], [3.13, 1.91, 4.90], [1.69, 2.30, 5.56], [-3.30, 1.72, 3.62], [-1.93, 1.43, 3.05], [-1.96, -0.04, 3.18], [-3.24, -0.41, 2.89], [-3.59, -1.57, 2.69], [-4.11, 0.59, 3.04], [-3.81, 2.60, 3.31], [-3.40, 1.71, 4.71], [-1.02, 1.83, 3.57], [-1.84, 1.54, 1.99], [-1.18, -6.71, -0.37], [-0.37, -7.30, 0.81], [-0.29, -6.21, 1.75], [-0.81, -5.05, 1.17], [-0.77, -3.97, 1.69], [-1.21, -5.34, -0.08], [-2.15, -7.19, -0.27], [-0.65, -6.89, -1.31], [0.71, -7.53, 0.63], [-0.86, -8.14, 1.36], [0.22, -1.62, -0.32], [-1.07, -0.75, -0.37], [-0.71, 0.26, -1.34], [0.61, 0.25, -1.50], [1.22, 0.97, -2.25], [1.21, -0.69, -0.81], [0.16, -2.34, -1.13], [0.47, -2.12, 0.62], [-1.33, -0.23, 0.59], [-2.01, -1.32, -0.51], [-3.10, 2.09, -0.68], [-2.71, 2.96, -1.90], [-2.75, 4.32, -1.31], [-3.49, 4.31, -0.22], [-3.76, 5.32, 0.39], [-3.90, 3.01, 0.09], [-2.22, 2.04, -0.07], [-3.57, 1.17, -0.79], [-3.45, 2.87, -2.69], [-1.68, 2.83, -2.23], [0.00, 5.23, -0.07], [0.50, 6.48, 0.70], [0.04, 6.31, 2.05], [-0.70, 5.18, 2.11], [-1.26, 4.80, 3.08], [-0.89, 4.60, 0.90], [0.79, 4.49, -0.28], [-0.49, 5.53, -0.99], [0.12, 7.35, 0.19], [1.57, 6.47, 0.70], [5.05, 0.00, 0.62], [4.06, 1.02, 0.20], [4.18, 2.02, 1.18], [4.81, 1.48, 2.30], [4.97, 2.10, 3.31], [5.19, 0.23, 2.00], [6.01, 0.03, 0.10], [4.65, -1.02, 0.48], [3.06, 0.68, 0.02], [4.30, 1.50, -0.73], [3.29, 3.24, -3.50], [3.00, 3.96, -4.79], [2.46, 5.20, -4.42], [2.44, 5.35, -3.09], [1.97, 6.30, -2.52], [2.99, 4.24, -2.52], [4.33, 2.99, -3.37], [2.67, 2.38, -3.18], [2.33, 3.37, -5.52], [3.96, 4.13, -5.28], [2.74, -3.69, 2.31], [2.79, -3.90, 0.88], [3.73, -3.47, 0.25], [1.91, -4.57, 0.43], [3.45, -4.39, 2.68], [1.71, -3.82, 2.64], [3.02, -2.66, 2.55], [-5.83, -2.56, 0.45], [-4.81, -2.47, -0.63], [-4.47, -1.36, -0.91], [-4.43, -3.48, -1.11], [-6.41, -3.47, 0.36], [-6.33, -1.62, 0.31], [-5.19, -2.56, 1.37], [0.59, 0.31, -5.53], [0.33, -1.08, -5.07], [-0.15, -1.77, -5.94], [0.54, -1.47, -3.95], [1.32, 0.29, -6.35], [0.77, 0.76, -4.56], [-0.36, 0.58, -5.94], [-2.03, -2.73, 5.01], [-0.89, -1.89, 5.51], [0.22, -2.40, 5.68], [-1.15, -0.72, 5.80], [-2.85, -2.53, 5.71], [-1.69, -3.76, 5.13], [-2.08, -2.48, 3.93], [-3.77, -1.86, -4.41], [-3.41, -0.55, -4.93], [-3.42, 0.42, -4.14], [-3.13, -0.46, -6.08], [-4.27, -1.77, -3.43], [-2.83, -2.42, -4.16], [-4.35, -2.45, -5.06], [3.39, -2.33, -2.77], [3.71, -0.89, -3.14], [3.33, -0.58, -4.27], [4.48, -0.21, -2.47], [3.30, -2.37, -1.70], [4.23, -2.90, -3.23], [2.46, -2.67, -3.22]],
  "lowdin_charge": [-0.044, -0.125, 0.061, -0.586, 0.159, 0.045, 0.089, 0.131, 0.107, 0.143, -0.028, -0.059, 0.002, -0.565, 0.071, 0.078, 0.121, 0.141, 0.150, 0.099, -0.116, -0.108, 0.014, -0.546, 0.129, 0.063, 0.131, 0.141, 0.138, 0.137, -0.057, -0.063, 0.069, -0.621, 0.108, 0.034, 0.126, 0.113, 0.117, 0.119, -0.104, -0.033, 0.045, -0.567, 0.137, 0.033, 0.093, 0.104, 0.121, 0.130, -0.086, -0.092, 0.082, -0.565, 0.154, 0.022, 0.131, 0.118, 0.129, 0.120, -0.125, -0.151, 0.065, -0.530, 0.150, 0.075, 0.139, 0.119, 0.099, 0.111, -0.114, -0.131, 0.072, -0.541, 0.144, 0.044, 0.124, 0.102, 0.153, 0.128, 0.064, -0.443, 0.054, 0.092, 0.108, 0.098, 0.106, 0.064, -0.479, 0.051, 0.086, 0.097, 0.095, 0.094, 0.059, -0.430, 0.052, 0.054, 0.120, 0.071, 0.087, 0.068, -0.401, 0.045, 0.037, 0.110, 0.095, 0.082, 0.033, -0.440, 0.033, 0.090, 0.078, 0.126, 0.085, 0.067, -0.376, 0.034, 0.060, 0.052, 0.123, 0.075]
}

=====

Entry 3:
{
  "formula": "C30H51BeBrN4P2",
  "method": "wB97M-V/def2-TZVPD",
  "molar_mass_g_mol": 618.6,
  "gap_ev": [3.1, 2.9],
  "energy_ha": -4663.51178,
  "charge": 2,
  "fmax_ev_per_a": 4.3,
  "lumo_ev": [-8.2984, -8.5144],
  "relative_energy_ev": 0.000,
  "homo_ev": [-11.4, -11.4],
  "species": ["C", "C", "C", "C", "N", "C", "C", "C", "C", "C", "C", "C", "C", "C", "Be", "P", "H", "H", "H", "H", "H", "H", "H", "H", "C", "C", "H", "H", "H", "H", "H", "C", "C", "H", "H", "H", "H", "H", "C", "C", "H", "H", "H", "H", "H", "Br", "P", "C", "C", "H", "H", "H", "H", "H", "C", "C", "H", "H", "H", "H", "H", "C", "C", "H", "H", "H", "H", "H", "C", "N", "C", "C", "N", "N", "C", "C", "H", "H", "H", "H", "H", "H", "H", "H", "H", "H", "H", "H", "H"],
  "positions_angstrom": [[6.39, -0.99, -0.20], [5.37, -0.01, -0.29], [5.42, 0.88, -1.38], [6.36, 0.67, -2.41], [7.24, -0.33, -2.35], [7.29, -1.13, -1.28], [4.15, -0.03, 0.52], [2.88, -0.09, 0.20], [1.62, -0.51, -0.29], [1.41, -1.83, -0.80], [0.10, -2.30, -0.90], [-0.95, -1.37, -0.98], [-0.62, 0.01, -0.96], [0.56, 0.39, -0.27], [2.80, 0.46, 1.78], [-2.62, -1.85, -1.51], [4.69, 1.69, -1.48], [6.46, -1.67, 0.65], [6.38, 1.32, -3.29], [8.06, -1.91, -1.28], [0.61, 1.34, 0.28], [2.29, -2.42, -1.05], [-1.18, 0.72, -1.58], [-0.08, -3.37, -1.04], [-3.94, -1.59, -0.35], [-5.21, -1.09, -1.03], [-3.54, -0.85, 0.41], [-4.12, -2.53, 0.20], [-6.12, -1.30, -0.43], [-5.17, -0.01, -1.23], [-5.34, -1.61, -2.00], [-2.71, -0.95, -3.07], [-1.53, -1.30, -3.98], [-2.77, 0.12, -2.86], [-3.66, -1.20, -3.55], [-1.66, -0.82, -4.96], [-0.58, -0.97, -3.55], [-1.48, -2.38, -4.12], [-2.50, -3.63, -1.76], [-3.78, -4.31, -2.20], [-2.21, -4.01, -0.77], [-1.67, -3.83, -2.45], [-3.60, -5.39, -2.28], [-4.58, -4.16, -1.46], [-4.13, -3.96, -3.18], [-2.15, 0.52, 1.00], [-0.66, 4.29, -0.59], [-1.88, 3.20, -1.47], [-3.20, 3.83, -1.95], [-2.07, 2.38, -0.74], [-1.33, 2.78, -2.34], [-3.80, 3.12, -2.55], [-3.85, 4.16, -1.13], [-3.03, 4.70, -2.59], [-0.95, 4.20, 1.22], [-1.30, 5.60, 1.79], [-0.02, 3.82, 1.68], [-1.75, 3.47, 1.40], [-1.67, 5.53, 2.82], [-0.43, 6.26, 1.81], [-2.08, 6.09, 1.20], [1.01, 3.76, -1.06], [1.66, 4.73, -2.07], [0.93, 2.74, -1.48], [1.58, 3.73, -0.12], [2.75, 4.58, -2.12], [1.28, 4.58, -3.08], [1.49, 5.78, -1.80], [2.10, -3.49, 2.67], [1.28, -2.65, 3.53], [0.45, -3.35, 4.51], [1.34, -1.30, 3.36], [2.46, -0.70, 2.90], [0.28, -0.58, 3.72], [-1.05, -1.16, 3.82], [0.37, 0.86, 3.97], [1.92, -4.55, 2.92], [3.16, -3.27, 2.87], [1.88, -3.33, 1.60], [0.22, -2.70, 5.37], [-0.48, -3.77, 4.08], [1.06, -4.19, 4.87], [3.24, -1.36, 2.93], [-1.30, -1.49, 4.84], [-1.79, -0.43, 3.50], [-1.16, -2.00, 3.13], [1.41, 1.19, 3.92], [-0.22, 1.41, 3.22], [-0.04, 1.07, 4.98]],
  "lowdin_charge": [0.008, -0.210, 0.003, -0.097, 0.084, -0.095, 0.100, -0.033, -0.219, -0.017, -0.051, -0.356, -0.258, -0.060, 0.524, 1.009, 0.120, 0.119, 0.125, 0.125, 0.099, 0.133, 0.070, 0.112, -0.392, -0.117, -0.107, 0.102, 0.097, 0.089, 0.065, -0.301, -0.098, 0.099, 0.101, 0.098, 0.075, 0.078, -0.338, -0.106, 0.105, 0.091, 0.091, 0.078, 0.086, 0.504, 0.967, -0.459, -0.149, -0.036, 0.071, 0.064, 0.072, 0.069, -0.443, -0.170, 0.052, 0.030, 0.068, 0.069, 0.065, -0.467, -0.164, 0.043, 0.063, 0.061, 0.072, 0.066, -0.020, -0.130, -0.036, -0.348, 0.104, -0.109, -0.085, -0.020, 0.107, 0.096, 0.089, 0.102, 0.107, 0.104, 0.091, 0.101, 0.026, 0.092, 0.074, 0.062, 0.120]
}

=====

Q: What is the formula in the third record?
A: C30H51BeBrN4P2